This record from the OMol25 dataset describes a molecular structure, C30H22BrN5RuS7. The level of theory is wB97M-V/def2-TZVPD.

Structure (XYZ):
```
66
Properties=species:S:1:pos:R:3
Ru -0.137 0.012 -0.713
Br 1.595 -2.318 -3.116
S 0.041 -0.357 1.549
S -4.261 -1.071 0.184
S -1.952 1.411 -0.114
S -6.549 -1.247 2.074
S -1.684 -4.365 1.318
S -1.622 -1.787 -1.008
S -4.234 -3.122 2.196
N -5.815 2.304 4.592
N -3.330 -0.176 6.687
N 2.040 -0.269 -0.640
N -0.195 -0.201 -3.023
N 0.700 1.856 -1.378
C -0.610 -3.779 2.651
C -2.807 -2.054 0.238
C 3.800 -0.874 1.031
C -1.050 0.674 -3.569
C 0.491 -0.808 -5.224
C -3.422 1.574 2.173
C 3.497 0.153 1.922
C -3.137 0.093 5.585
C -1.411 0.246 2.300
C 1.259 3.748 -2.458
C -2.826 -3.044 1.153
C 2.050 1.828 -1.647
C 5.671 -0.055 2.937
C 4.427 0.557 2.868
C 2.425 3.003 -2.314
C -5.099 -1.784 1.524
C -3.720 1.274 3.500
C -2.289 1.059 1.556
C -2.862 0.437 4.228
C -4.889 1.826 4.104
C -0.357 0.138 -5.766
C 2.730 0.678 -1.190
C 0.525 -0.940 -3.844
C -1.168 0.898 -4.930
C 0.227 3.005 -1.865
C 5.053 -1.474 1.099
C -1.714 -0.064 3.617
C 2.786 -1.347 0.012
C 5.984 -1.072 2.048
C -2.112 1.943 -5.442
H -1.160 -3.684 3.587
H 0.158 -4.543 2.768
H -1.704 2.941 -5.270
H -3.072 1.889 -4.928
H -0.810 3.280 -1.740
H 2.523 0.624 1.874
H -1.672 1.216 -2.868
H 6.394 0.264 3.677
H 4.175 1.353 3.557
H 3.419 3.268 -2.639
H 5.303 -2.264 0.399
H -4.103 2.198 1.608
H 3.817 0.616 -1.229
H 2.060 -2.008 0.491
H 6.955 -1.551 2.086
H -0.402 0.271 -6.841
H 1.157 4.724 -2.908
H 1.111 -1.441 -5.840
H -1.052 -0.704 4.186
H -2.290 1.827 -6.511
H -0.155 -2.830 2.379
H 3.299 -1.951 -0.745
```

As for the expectation value of S²: 0.7582. The calculation puts the energy above the lowest of the compared OMol25 structures with the same formula, charge and spin at 111.8 kJ/mol. The value obtained for the HOMO-LUMO gap (alpha / beta) is 6.390 / 6.053 eV. As for the multiplicity: 2. Its total charge is -1. The value obtained for the LUMO energy (alpha / beta) is 1.98 / 1.73 eV.